A structure of composition C55H49BCrNO4Te, computed with the ωB97M-V functional and the def2-TZVPD basis.

Values from the calculation:
- E_LUMO (alpha / beta): 0.53 / 0.55 eV
- Gap between HOMO and LUMO (alpha / beta): 8.45 / 7.88 eV
- Spin multiplicity: 2

Atoms and positions in Å:
Cr: -0.634 0.293 -0.658
O: -0.374 1.930 -1.276
C: -1.004 3.161 -1.040
C: -1.515 3.178 0.407
C: -2.560 2.160 0.762
C: -3.724 2.566 1.400
C: -4.641 1.620 1.819
C: -4.350 0.282 1.619
C: -3.168 -0.071 0.984
C: -2.812 -1.519 0.810
C: -2.580 -1.879 -0.668
O: -1.386 -1.261 -1.061
C: -2.381 -3.373 -0.902
C: -2.004 -4.248 0.107
C: -1.783 -5.591 -0.166
C: -1.938 -6.077 -1.453
C: -2.308 -5.209 -2.470
C: -2.523 -3.870 -2.195
C: -3.782 -1.375 -1.467
C: -3.709 -0.278 -2.311
C: -4.851 0.205 -2.940
C: -6.076 -0.405 -2.731
C: -6.155 -1.512 -1.897
C: -5.017 -1.991 -1.274
N: -2.307 0.859 0.528
C: 0.043 4.272 -1.174
C: -0.340 5.610 -1.164
C: 0.607 6.618 -1.232
C: 1.956 6.299 -1.318
C: 2.340 4.970 -1.339
C: 1.390 3.960 -1.266
C: -2.089 3.360 -2.090
C: -3.293 3.997 -1.815
C: -4.225 4.226 -2.820
C: -3.957 3.823 -4.117
C: -2.759 3.179 -4.399
C: -1.835 2.948 -3.396
H: -1.886 4.169 0.674
H: -0.642 2.993 1.039
H: -3.888 3.622 1.562
H: -5.559 1.918 2.305
H: -5.021 -0.500 1.944
H: -3.597 -2.132 1.255
H: -1.881 -1.718 1.352
H: -1.874 -3.899 1.122
H: -1.490 -6.258 0.634
H: -1.772 -7.125 -1.665
H: -2.434 -5.578 -3.480
H: -2.818 -3.197 -2.992
H: -2.763 0.214 -2.498
H: -4.768 1.068 -3.586
H: -6.963 -0.024 -3.219
H: -7.105 -2.004 -1.737
H: -5.085 -2.864 -0.636
H: -1.390 5.873 -1.118
H: 0.290 7.653 -1.225
H: 2.698 7.084 -1.374
H: 3.389 4.713 -1.415
H: 1.693 2.924 -1.289
H: -3.515 4.325 -0.809
H: -5.158 4.720 -2.582
H: -4.677 4.004 -4.905
H: -2.544 2.859 -5.410
H: -0.901 2.453 -3.621
Te: 1.083 -0.870 -2.635
C: 1.873 -2.564 -1.677
C: 2.802 -2.437 -0.651
C: 3.306 -3.571 -0.034
C: 2.871 -4.829 -0.424
C: 1.935 -4.953 -1.437
C: 1.442 -3.822 -2.073
C: 2.900 0.143 -2.906
C: 3.604 0.027 -4.100
C: 4.799 0.711 -4.273
C: 5.293 1.513 -3.257
C: 4.592 1.639 -2.068
C: 3.396 0.958 -1.892
H: 3.122 -1.458 -0.322
H: 4.034 -3.467 0.760
H: 3.262 -5.712 0.064
H: 1.587 -5.930 -1.743
H: 0.719 -3.928 -2.870
H: 3.222 -0.598 -4.898
H: 5.342 0.615 -5.204
H: 6.226 2.044 -3.394
H: 4.972 2.268 -1.274
H: 2.843 1.064 -0.966
C: 5.238 -0.523 5.963
C: 4.089 -1.498 5.669
C: 4.681 -2.755 5.032
C: 3.418 -1.903 6.989
C: 3.066 -0.815 4.759
C: 2.409 0.334 5.216
C: 1.471 1.021 4.453
C: 1.209 0.522 3.195
O: 0.348 0.982 2.237
B: 0.475 0.107 1.129
O: 1.418 -0.884 1.459
C: 1.852 -0.610 2.727
C: 2.777 -1.301 3.482
H: 5.983 -0.998 6.603
H: 4.882 0.372 6.471
H: 5.728 -0.211 5.041
H: 5.390 -3.212 5.723
H: 5.218 -2.529 4.110
H: 3.912 -3.496 4.807
H: 4.136 -2.410 7.635
H: 2.583 -2.581 6.809
H: 3.036 -1.039 7.530
H: 2.636 0.707 6.204
H: 0.975 1.906 4.826
H: 3.251 -2.184 3.081

Cartesian forces (eV/Å) of the 3 atoms listed first:
0.332 0.003 0.714
-0.023 0.365 -0.358
0.168 -0.148 0.066

Mulliken population analysis, charges in e, atoms 1 to 4:
1 Cr -0.11
2 O -0.62
3 C 2.79
4 C -2.77

A cluster of 5 separate species, C34H58Cl2N4O7PS in total in a non-equilibrium geometry, computed with the ωB97M-V functional and the def2-TZVPD basis.

Values from the calculation:
- E_LUMO: 1.72 eV
- Gap between HOMO and LUMO: 6.56 eV
- Total charge: -1
- Spin multiplicity: 1

Atoms and positions in Å:
C: 2.037 -4.016 4.477
C: 2.014 -5.097 3.230
O: 1.154 -4.704 2.101
C: -0.279 -4.787 2.436
C: -1.137 -3.693 1.511
O: -1.588 -2.514 2.289
P: -0.252 -1.442 2.601
O: -1.114 -0.314 3.666
C: -0.652 1.009 3.128
C: -1.684 2.032 3.886
C: -1.669 1.932 5.525
C: -0.876 3.281 6.075
S: 0.303 2.908 7.483
O: 1.744 3.167 6.947
O: -0.054 3.880 8.645
O: 0.208 1.322 8.101
C: -0.610 1.010 1.455
C: -2.046 1.460 0.809
C: -2.628 3.028 0.780
C: -4.085 3.470 0.173
C: -5.118 2.353 -0.446
C: -4.590 0.788 -0.465
C: -3.099 0.341 0.148
C: 0.802 1.568 0.849
Cl: 0.724 3.229 0.033
C: 1.570 0.557 -0.193
C: 2.632 -0.489 0.567
Cl: 2.687 1.670 -1.237
O: -0.528 -0.462 1.176
H: 1.026 -4.200 5.084
H: 2.903 -4.263 5.248
H: 2.013 -2.893 4.146
H: 1.808 -6.207 3.595
H: 3.127 -5.118 2.803
H: -0.690 -5.867 2.222
H: -0.542 -4.534 3.548
H: -2.108 -4.278 1.157
H: -0.564 -3.403 0.514
H: -0.046 -2.267 3.771
H: 0.707 -2.151 1.773
H: 0.925 -0.723 3.071
H: 0.389 1.323 3.598
H: -2.785 1.747 3.534
H: -1.470 3.116 3.483
H: -1.250 0.927 5.956
H: -2.795 2.062 5.898
H: -1.706 4.082 6.375
H: -0.243 3.810 5.213
H: -0.758 1.007 8.080
H: -1.907 3.858 1.243
H: -4.386 4.601 0.224
H: -6.165 2.695 -0.840
H: -5.317 -0.039 -0.891
H: -2.874 -0.814 0.097
H: 1.537 1.692 1.781
H: 0.876 0.020 -0.967
H: 3.736 -0.383 0.154
H: 2.326 -1.616 0.389
H: 2.679 -0.303 1.730
C: -4.727 0.535 -5.348
C: -5.375 -0.762 -5.822
C: -6.404 -1.310 -4.831
C: -5.729 -1.608 -3.502
N: -5.169 -1.854 -2.399
H: -4.166 0.390 -4.419
H: -4.021 0.904 -6.099
H: -5.482 1.311 -5.178
H: -4.590 -1.509 -5.994
H: -5.865 -0.583 -6.785
H: -6.849 -2.231 -5.222
H: -7.209 -0.585 -4.672
C: -5.472 -7.177 3.936
C: -4.381 -8.134 4.406
C: -2.983 -7.515 4.353
C: -2.649 -7.124 2.923
N: -2.371 -6.799 1.737
H: -5.336 -6.892 2.888
H: -6.455 -7.651 4.018
H: -5.482 -6.265 4.544
H: -4.412 -9.038 3.785
H: -4.598 -8.443 5.435
H: -2.240 -8.235 4.712
H: -2.931 -6.627 4.992
C: 3.199 4.535 -3.808
C: 4.138 3.967 -4.867
C: 3.662 4.242 -6.295
C: 2.301 3.601 -6.514
N: 1.173 3.070 -6.697
H: 2.206 4.077 -3.861
H: 3.594 4.340 -2.806
H: 3.085 5.619 -3.925
H: 4.238 2.886 -4.710
H: 5.134 4.405 -4.731
H: 4.375 3.828 -7.015
H: 3.586 5.320 -6.474
C: 8.959 5.003 -8.175
C: 9.236 4.156 -6.937
C: 7.961 3.765 -6.187
C: 7.236 5.016 -5.719
N: 6.634 6.054 -5.331
H: 8.489 5.956 -7.916
H: 9.895 5.234 -8.694
H: 8.303 4.473 -8.874
H: 9.905 4.712 -6.269
H: 9.766 3.246 -7.240
H: 8.211 3.148 -5.317
H: 7.296 3.184 -6.835

Cartesian forces (eV/Å) of the 3 atoms listed first:
-1.414 -0.952 0.715
1.673 0.401 -0.135
-0.280 -0.691 2.540

Mulliken population analysis, charges in e, atoms 1 to 4:
1 C -0.62
2 C -0.29
3 O -0.37
4 C -0.13

Q: The highest spin multiplicity belongs to which entry?
A: C55H49BCrNO4Te

Q: Which formula does entry 1 have?
A: C55H49BCrNO4Te

Q: The lowest spin multiplicity belongs to which entry?
A: C34H58Cl2N4O7PS